12 unconnected molecules or ions with the total composition C44H80N8O4. Source: the Open Molecules 2025 dataset; level of theory: the ωB97M-V functional and the def2-TZVPD basis.

Geometry as ORCA input:
```
! RIJCOSX wB97M-V def2-TZVPD def2/J DEFGRID3
* xyz 0 1
C 1.5672 -5.2192 0.4270
C 2.4741 -4.3684 -0.4481
C 3.0370 -5.0480 -1.6935
C 3.8417 -6.2678 -1.3609
N 4.4295 -7.1958 -1.0208
H 2.0792 -6.1083 0.8176
H 0.6674 -5.5319 -0.0845
H 1.2881 -4.5967 1.3014
H 3.2679 -4.0053 0.1863
H 1.9673 -3.4458 -0.7871
H 3.7264 -4.3779 -2.2073
H 2.2977 -5.3593 -2.4268
C 0.2734 -4.6366 3.9716
C -0.2460 -4.0605 5.2533
C 0.1864 -2.6330 5.5458
C -0.3916 -1.7356 4.5289
N -0.9284 -1.0992 3.7358
H 0.0117 -3.9981 3.1189
H -0.1643 -5.6253 3.8588
H 1.3627 -4.7637 4.0025
H 0.0791 -4.6288 6.1280
H -1.3319 -4.0667 5.3403
H 1.2743 -2.4987 5.5185
H -0.1425 -2.2278 6.5038
C -1.2861 -4.2062 -3.0833
C -0.5401 -5.1631 -4.0370
C -1.4715 -6.1833 -4.7682
C -2.2103 -5.4198 -5.7667
N -2.6850 -4.7134 -6.5393
H -0.5579 -3.4667 -2.7415
H -1.6789 -4.7519 -2.2153
H -2.0963 -3.6664 -3.5623
H 0.1376 -5.7897 -3.4591
H 0.0275 -4.5773 -4.7694
H -2.1275 -6.7440 -4.1056
H -0.8469 -6.9059 -5.2662
C 0.4046 2.4091 -3.9066
C 1.3913 3.4173 -3.1987
C 1.2619 4.8680 -3.7275
C 1.4935 5.0072 -5.1344
N 1.7332 5.0581 -6.2438
H -0.6206 2.7840 -3.8794
H 0.4110 1.4297 -3.4467
H 0.7704 2.2354 -4.9299
H 2.4190 3.0665 -3.2289
H 1.0974 3.4942 -2.1342
H 1.9876 5.5468 -3.2689
H 0.2694 5.2600 -3.4947
C -0.9757 -1.5391 -5.8174
C -2.2864 -0.8506 -6.0414
C -2.4689 0.5047 -5.2808
C -2.4099 0.4419 -3.8093
N -2.3340 0.4048 -2.6611
H -0.9145 -2.4508 -6.4057
H -0.7875 -1.8411 -4.7953
H -0.1436 -0.9141 -6.1609
H -3.1232 -1.4958 -5.7735
H -2.3690 -0.6010 -7.0956
H -3.4008 0.9616 -5.6149
H -1.6502 1.1343 -5.6148
C -3.0595 3.4120 -0.5163
C -3.1972 4.9055 -0.7675
C -1.8417 5.6407 -0.8255
C -1.2372 5.4518 0.4393
N -0.7848 5.3920 1.4828
H -2.4851 3.1875 0.3750
H -2.5557 2.9559 -1.3874
H -4.0112 2.8774 -0.3553
H -3.7939 5.3958 0.0154
H -3.7274 5.0781 -1.6922
H -2.0431 6.6880 -1.0719
H -1.2802 5.2078 -1.6479
C -4.2578 0.4156 1.9947
C -5.3278 0.0438 1.0190
C -4.8151 -0.2575 -0.3857
C -3.9758 -1.4586 -0.3341
N -3.4691 -2.4872 -0.2613
H -3.5503 -0.4119 2.1100
H -4.6677 0.6708 2.9831
H -3.7834 1.3603 1.6790
H -6.0282 0.8661 0.8773
H -5.9244 -0.7864 1.4276
H -4.2314 0.5770 -0.7976
H -5.6157 -0.4970 -1.0996
C 0.3544 0.8958 -0.1420
C -0.7203 0.0302 0.5513
C -0.3909 -1.4791 0.5444
C 0.8485 -1.6793 1.2754
N 1.8736 -1.7320 1.7926
H 1.3177 0.7524 0.3338
H 0.1852 1.9649 -0.0636
H 0.5471 0.6145 -1.1950
H -1.6974 0.2801 0.1151
H -0.7676 0.3117 1.5924
H -0.3122 -1.8237 -0.4770
H -1.2061 -2.0092 1.0591
C -0.8815 4.6819 4.9624
C -1.5885 3.3768 4.9883
O -2.0904 2.8668 5.9637
C -1.5901 2.6769 3.6626
H -1.3233 5.3175 4.1879
H 0.1544 4.5920 4.6467
H -0.9363 5.2425 5.8833
H -0.5616 2.3120 3.5314
H -1.7697 3.4109 2.8725
H -2.2745 1.8300 3.6781
C 2.9791 5.3483 0.0832
C 3.2493 3.9477 0.6753
O 4.1278 3.2597 0.2169
C 2.3577 3.4441 1.8376
H 3.7263 5.5686 -0.6696
H 3.0628 6.0701 0.9046
H 1.9286 5.4079 -0.2463
H 1.2979 3.5190 1.6209
H 2.5973 4.0248 2.7302
H 2.6128 2.4114 2.0303
C 5.3330 -1.5482 0.9754
C 4.9091 -1.5992 -0.5147
O 5.2765 -2.5004 -1.2356
C 4.0084 -0.4778 -1.0801
H 4.4063 -1.6146 1.5435
H 5.7965 -0.5706 1.1730
H 6.0452 -2.3356 1.1807
H 3.0163 -0.4723 -0.6081
H 3.9003 -0.6593 -2.1411
H 4.4458 0.5368 -1.0093
C 1.1154 1.0158 6.1407
C 2.0910 1.4594 5.0966
O 2.5426 2.5845 5.0339
C 2.4634 0.4010 4.1425
H 0.9266 1.8051 6.8650
H 1.4590 0.0553 6.5761
H 0.1614 0.7531 5.6881
H 2.9059 -0.4504 4.6766
H 3.1243 0.7530 3.3569
H 1.5800 -0.0431 3.7014
*
```

The value obtained for the LUMO energy is 0.05 eV. As for the HOMO energy: -9.42 eV. The SMILES is CC(C)=O.CC(C)=O.CC(C)=O.CC(C)=O.CCCC#N.CCCC#N.CCCC#N.CCCC#N.CCCC#N.CCCC#N.CCCC#N.CCCC#N. For the gap between HOMO and LUMO, the calculation gives 9.470 eV. As for the total energy: -2463.4926 Ha.